No. 1
Computed, not measured: the molecule C6H9NO in a non-equilibrium geometry, with ωB97M-V/def2-TZVPD.

As for the electronic energy: -363.95342 Eh. The HOMO energy is -0.3558 Eh. The charge is 0. The SMILES is C[C@H]1[C@@H]2CCC(=O)N12. The calculation puts the HOMO-LUMO gap at 10.622 eV. For the strongest force on any atom, the calculation gives 4.372 eV/Å.

CARTESIAN COORDINATES (ANGSTROEM)
C1 1.245 0.752 -0.839
C2 0.272 0.209 -2.007
C3 -0.970 -0.279 -1.297
C4 -0.807 0.306 0.134
C5 0.160 -0.386 1.026
C6 0.063 -0.339 2.487
N1 0.518 0.836 0.340
O1 2.401 1.090 -0.972
H1 -0.020 1.131 -2.811
H2 0.838 -0.541 -2.669
H3 -1.853 0.153 -1.710
H4 -1.172 -1.384 -1.481
H5 -1.541 0.993 0.594
H6 0.579 -1.307 0.660
H7 -0.184 0.601 2.868
H8 1.127 -0.632 2.890
H9 -0.655 -1.202 2.787

natural (NBO) atomic charge list, values in e, 5 entries: C 0.70; C -0.53; C -0.45; C -0.08; C -0.05


No. 2
Computed, not measured: a structure of composition C32H41BrEuIN9Sb in a non-equilibrium geometry, with ωB97M-V/def2-TZVPD.

As for the electronic energy: -5558.70038 Eh. The HOMO energy (spin up / spin down) is -0.3264 / -0.3294 Eh. The charge is +1. The calculation puts the HOMO-LUMO gap (spin up / spin down) at 6.278 / 6.392 eV. As for the spin multiplicity: 8. For the strongest force on any atom, the calculation gives 4.472 eV/Å.

CARTESIAN COORDINATES (ANGSTROEM)
Eu1 0.925 -0.160 0.016
I1 5.421 2.691 3.589
C1 4.529 2.021 1.784
C2 4.662 2.518 0.466
N1 3.680 1.852 -0.253
N2 3.004 0.981 0.511
C3 3.568 1.031 1.755
H1 5.365 3.249 0.077
H2 3.450 1.948 -1.249
H3 3.109 0.484 2.555
N3 -3.671 1.695 5.590
C4 -4.317 2.612 6.438
C5 -5.308 2.462 7.387
C6 -5.720 3.647 8.016
C7 -5.051 4.916 7.761
C8 -4.077 5.038 6.785
C9 -3.740 3.860 6.095
N4 -2.913 3.736 5.020
C10 -2.859 2.447 4.754
C11 -2.159 1.822 3.665
C12 -1.783 0.462 3.713
C13 -1.039 -0.022 2.682
N5 -0.677 0.836 1.648
C14 -1.098 2.078 1.555
C15 -1.770 2.686 2.617
H4 -3.952 0.752 5.416
H5 -5.740 1.538 7.639
H6 -6.412 3.507 8.863
H7 -5.325 5.728 8.400
H8 -3.639 6.015 6.586
H9 -2.136 -0.223 4.473
H10 -0.679 -1.069 2.688
H11 -0.887 2.618 0.616
H12 -2.054 3.692 2.593
Br1 -5.375 -3.843 -1.523
C16 -3.924 -2.791 -0.977
C17 -3.991 -1.401 -1.052
C18 -2.811 -0.676 -0.765
C19 -1.593 -1.375 -0.558
C20 -1.643 -2.752 -0.504
C21 -2.802 -3.518 -0.693
H13 -4.873 -0.982 -1.562
H14 -2.910 0.403 -0.724
H15 -0.736 -3.398 -0.376
H16 -2.763 -4.600 -0.581
C22 0.586 2.977 -6.909
C23 -0.720 2.537 -6.129
C24 -1.169 1.133 -6.509
C25 -0.694 2.805 -4.571
N6 0.223 1.989 -3.854
C26 1.151 1.158 -4.238
N7 1.614 0.459 -3.178
N8 0.793 0.808 -2.141
N9 -0.050 1.778 -2.501
H17 0.277 3.053 -7.977
H18 1.343 2.190 -6.895
H19 0.951 3.961 -6.558
H20 -1.513 3.226 -6.459
H21 -0.403 0.369 -6.779
H22 -1.872 1.234 -7.320
H23 -1.856 0.755 -5.687
H24 -1.712 2.562 -4.186
H25 -0.535 3.892 -4.306
H26 1.655 1.057 -5.225
C27 1.204 -5.842 -0.234
C28 2.417 -5.218 0.379
Sb1 2.802 -3.187 -0.376
C29 4.992 -2.974 -0.027
C30 5.661 -4.159 0.632
C31 2.863 -3.771 -2.507
C32 3.165 -2.595 -3.479
H27 0.288 -5.263 -0.048
H28 1.033 -6.840 0.269
H29 1.259 -6.028 -1.309
H30 3.282 -5.838 0.229
H31 2.209 -5.064 1.433
H32 5.124 -1.991 0.557
H33 5.419 -2.712 -0.970
H34 5.160 -4.549 1.523
H35 6.595 -3.762 0.942
H36 5.974 -4.952 -0.024
H37 1.853 -4.159 -2.698
H38 3.578 -4.612 -2.588
H39 2.413 -1.767 -3.351
H40 3.170 -2.985 -4.511
H41 4.184 -2.192 -3.355

Mulliken atomic charge list, values in e, 5 entries: Eu 1.01; I 0.15; C -0.49; C -0.19; N -0.03


No. 3
Computed, not measured: a cluster of 16 separate species, C18H65F3N28O17 in total in a non-equilibrium geometry, with ωB97M-V/def2-TZVPD.

As for the electronic energy: -3836.98591 Eh. The HOMO energy is -0.2960 Eh. The charge is 0. The calculation puts the HOMO-LUMO gap at 7.494 eV. For the strongest force on any atom, the calculation gives 8.531 eV/Å.

CARTESIAN COORDINATES (ANGSTROEM)
O1 2.557 0.779 -2.278
H1 1.697 0.438 -2.023
H2 3.045 1.311 -1.644
H3 2.514 1.262 -3.106
C1 -0.677 -0.033 -1.051
O2 0.449 -0.805 -0.471
O3 -0.188 0.083 -2.359
C2 -2.089 -0.678 -0.715
F1 -3.032 0.309 -0.748
F2 -2.590 -1.574 -1.623
F3 -2.225 -1.245 0.432
C3 0.663 -0.817 0.967
C4 2.072 -1.465 1.188
H4 2.193 -2.493 0.846
H5 2.874 -1.004 0.612
H6 2.407 -1.488 2.225
H7 -0.158 -1.295 1.502
H8 0.716 0.205 1.343
H9 -0.663 0.986 -0.667
C5 -3.195 3.559 -2.674
O4 -3.280 4.706 -3.199
N1 -3.699 2.433 -3.196
N2 -2.487 3.385 -1.583
H10 -4.264 2.659 -4.002
H11 -3.660 1.515 -2.776
H12 -2.213 2.525 -1.130
H13 -2.277 4.146 -0.954
C6 3.992 -1.106 4.915
O5 3.218 -2.079 4.911
N3 5.280 -1.174 4.677
N4 3.601 0.072 5.180
H14 5.728 -2.046 4.436
H15 5.853 -0.378 4.917
H16 4.178 0.870 5.405
H17 2.598 0.109 5.288
C7 0.610 2.283 -5.262
O6 1.623 1.774 -4.656
N5 -0.582 1.799 -5.232
N6 0.650 3.109 -6.245
H18 -1.365 2.050 -5.819
H19 -0.659 0.977 -4.649
H20 1.578 3.241 -6.623
H21 -0.253 3.291 -6.659
C8 2.735 3.435 3.124
O7 3.036 3.982 2.040
N7 1.609 2.828 3.292
N8 3.392 3.298 4.277
H22 1.369 2.551 4.233
H23 1.031 2.593 2.498
H24 2.947 2.789 5.028
H25 4.328 3.666 4.378
C9 -2.049 1.935 2.787
O8 -1.390 2.611 2.032
N9 -3.045 1.171 2.434
N10 -1.991 1.930 4.076
H26 -3.381 1.080 1.486
H27 -3.744 0.987 3.141
H28 -1.346 2.544 4.550
H29 -2.553 1.206 4.502
C10 5.070 -3.417 -1.167
O9 4.134 -4.215 -1.262
N11 6.315 -3.714 -1.266
N12 4.872 -2.132 -0.939
H30 6.890 -2.884 -1.294
H31 6.663 -4.586 -1.639
H32 3.976 -1.667 -0.957
H33 5.739 -1.613 -0.925
C11 -0.441 -5.199 1.621
O10 0.614 -5.712 1.943
N13 -1.586 -5.629 2.218
N14 -0.546 -4.336 0.698
H34 -2.463 -5.147 2.081
H35 -1.405 -6.271 2.977
H36 0.200 -4.238 0.024
H37 -1.441 -3.885 0.569
C12 -5.700 2.807 0.035
O11 -5.502 1.644 -0.141
N15 -6.264 3.645 -0.783
N16 -5.008 3.512 0.913
H38 -6.517 3.171 -1.639
H39 -6.508 4.610 -0.612
H40 -5.248 4.447 1.210
H41 -4.369 2.931 1.436
C13 1.534 3.886 -1.572
O12 2.643 3.525 -1.961
N17 1.287 4.434 -0.371
N18 0.471 3.577 -2.197
H42 2.050 4.394 0.290
H43 0.317 4.687 -0.245
H44 0.465 2.901 -2.947
H45 -0.430 3.885 -1.860
C14 0.003 -1.275 5.649
O13 -1.111 -1.000 5.958
N19 0.488 -0.783 4.546
N20 0.739 -2.171 6.187
H46 1.207 -1.317 4.079
H47 -0.122 -0.175 4.020
H48 1.675 -2.225 5.811
H49 0.332 -2.654 6.975
C15 -4.617 -4.338 0.336
O14 -3.854 -4.374 1.213
N21 -4.711 -3.334 -0.475
N22 -5.266 -5.324 -0.103
H50 -3.982 -2.645 -0.361
H51 -5.536 -3.157 -1.030
H52 -4.846 -6.190 0.204
H53 -5.639 -5.342 -1.041
C16 5.010 1.288 0.960
O15 4.194 1.439 0.122
N23 5.984 2.175 1.060
N24 5.016 0.328 1.860
H54 6.106 2.846 0.315
H55 6.628 1.845 1.764
H56 4.453 -0.509 1.821
H57 5.394 0.637 2.745
C17 -4.087 -0.271 -5.518
O16 -3.305 0.193 -6.315
N25 -3.670 -0.827 -4.479
N26 -5.355 -0.303 -5.719
H58 -2.678 -0.807 -4.296
H59 -4.196 -1.168 -3.687
H60 -5.971 -0.627 -4.987
H61 -5.757 0.211 -6.491
C18 0.939 -3.294 -3.181
O17 1.374 -4.404 -3.518
N27 1.579 -2.492 -2.330
N28 -0.162 -2.780 -3.723
H62 2.492 -2.681 -1.942
H63 1.047 -1.665 -2.099
H64 -0.388 -1.819 -3.508
H65 -0.707 -3.232 -4.443

Mulliken atomic charge list, values in e, 5 entries: O -0.21; H 0.23; H 0.24; H 0.63; C 0.63


No. 4
Computed, not measured: a structure of composition C23H31AlCl2N4O3 in a non-equilibrium geometry, with ωB97M-V/def2-TZVPD.

As for the electronic energy: -2502.65558 Eh. The HOMO energy is -0.2208 Eh. The charge is 0. The calculation puts the HOMO-LUMO gap at 5.747 eV. For the strongest force on any atom, the calculation gives 7.070 eV/Å.

CARTESIAN COORDINATES (ANGSTROEM)
O1 0.189 0.063 -1.033
C1 -0.765 0.316 -2.024
C2 -0.478 1.609 -2.752
C3 0.385 2.559 -2.217
H1 0.879 2.331 -1.284
C4 0.617 3.761 -2.870
H2 1.282 4.495 -2.431
C5 -0.004 4.027 -4.083
H3 0.175 4.964 -4.596
C6 -0.850 3.075 -4.639
H4 -1.332 3.268 -5.589
C7 -1.085 1.880 -3.975
H5 -1.749 1.142 -4.408
H6 -0.748 -0.484 -2.774
C8 -2.575 -1.116 -1.040
C9 -2.136 0.276 -1.362
H7 -3.654 -1.230 -0.994
H8 -2.147 -1.438 -0.093
H9 -2.200 -1.811 -1.796
C10 -2.815 1.390 -1.080
C11 -4.136 1.507 -0.398
H10 -2.384 2.334 -1.394
H11 -4.899 1.972 -1.015
H12 -4.050 2.097 0.518
H13 -4.509 0.526 -0.091
Al1 -0.002 0.006 0.832
Cl1 0.589 2.214 1.239
Cl2 -2.272 0.455 0.956
H14 4.621 1.362 -1.936
H15 4.955 1.698 0.748
C12 3.575 1.366 -1.632
C13 3.877 1.556 0.808
N1 3.430 0.764 -0.325
H16 2.994 0.815 -2.366
C14 2.718 -0.342 -0.157
O2 2.027 -0.615 0.840
H17 3.607 1.056 1.729
H18 2.801 -1.051 -0.991
H19 3.219 2.396 -1.602
H20 3.380 2.522 0.784
H21 -0.597 -5.339 1.441
H22 1.297 -5.733 -0.493
C15 -1.033 -4.762 0.625
C16 0.774 -4.960 -1.054
N2 0.005 -4.125 -0.157
H23 -1.696 -4.008 1.038
C17 0.182 -2.804 -0.110
O3 -0.389 -2.063 0.707
H24 1.495 -4.343 -1.577
H25 0.857 -2.398 -0.861
H26 -1.626 -5.425 -0.002
H27 0.116 -5.442 -1.779
N3 2.826 0.025 6.783
C18 1.967 0.005 6.011
C19 0.869 -0.018 5.102
C20 -0.413 0.009 5.654
C21 -1.488 -0.014 4.834
C22 -1.298 -0.065 3.504
N4 -0.074 -0.064 2.871
C23 1.036 -0.059 3.690
H28 -0.620 0.037 6.709
H29 -2.516 0.009 5.181
H30 -2.242 -0.101 3.093
H31 2.042 -0.076 3.283

natural (NBO) atomic charge list, values in e, 5 entries: O -1.03; C 0.05; C 0.07; C -0.26; H 0.24


No. 5
Computed, not measured: a structure of composition C4H7N in a non-equilibrium geometry, with ωB97M-V/def2-TZVPD.

As for the electronic energy: -211.16247 Eh. The HOMO energy is -0.2836 Eh. The charge is 0. The calculation puts the HOMO-LUMO gap at 7.052 eV. For the strongest force on any atom, the calculation gives 5.704 eV/Å.

CARTESIAN COORDINATES (ANGSTROEM)
N1 -1.329 -1.917 0.971
C1 -0.428 -0.729 1.069
C2 -0.232 -0.172 -0.226
C3 0.481 1.022 -0.436
C4 0.919 1.618 -1.580
H1 -0.822 -2.713 1.373
H2 -1.489 -0.821 1.618
H3 0.453 -0.800 1.695
H4 -0.434 -0.912 -0.992
H5 0.802 1.551 0.461
H6 0.710 1.296 -2.589
H7 1.369 2.577 -1.363

natural (NBO) atomic charge list, values in e, 5 entries: N -0.74; C -0.29; C -0.16; C -0.24; C -0.36


No. 6
Computed, not measured: the ion C2H6BrOS with charge +1 in a non-equilibrium geometry, with ωB97M-V/def2-TZVPD.

As for the electronic energy: -3126.89694 Eh. The HOMO energy is -0.6017 Eh. The charge is +1. The calculation puts the HOMO-LUMO gap at 10.502 eV. For the strongest force on any atom, the calculation gives 5.335 eV/Å.

CARTESIAN COORDINATES (ANGSTROEM)
C1 -0.285 -0.071 -1.508
C2 -0.231 -0.299 1.487
O1 0.244 1.918 0.223
S1 0.432 0.493 0.073
Br1 2.549 -0.134 -0.032
H1 -0.747 -1.092 -1.222
H2 0.490 -0.121 -2.293
H3 -1.051 0.539 -1.933
H4 -0.160 -1.330 1.472
H5 -1.395 -0.057 1.430
H6 0.154 0.154 2.305

natural (NBO) atomic charge list, values in e, 5 entries: C -0.81; C -0.82; O -0.80; S 1.66; Br 0.06


Record order is preserved below.
M: 111.1; 1032.3; 1002.9; 509.4; 69.1; 158.0 g/mol